# 1
DFT (ωB97M-V/def2-TZVPD) results for 2 unconnected molecules or ions with the total composition C10H25NO3S at a distorted geometry.

Geometry as XYZ:
```
40
Properties=species:S:1:pos:R:3:forces:R:3
C 1.130344 2.783477 2.095572 0.31 -0.53 0.44
C 0.302009 1.581009 2.880693 0.23 0.66 -0.19
C -1.191184 1.431891 2.206910 -0.14 -0.56 0.64
C -1.528174 -0.058134 1.606127 -1.57 1.10 0.08
O -1.157343 -1.041352 2.634946 1.77 -1.23 -2.25
C -0.260839 -2.086776 2.119505 0.67 -0.89 -0.20
S 0.361646 -3.026610 3.662659 0.19 0.09 -0.06
O 0.950846 -1.596486 1.444822 -2.29 -1.23 -1.33
C 1.003177 -2.054171 0.030824 1.03 0.25 -1.61
C 2.542805 -1.821453 -0.524335 -0.13 0.52 0.60
N 3.341387 -3.101329 -0.354261 -0.06 0.99 -0.47
H 0.377742 3.522544 1.556072 1.78 -1.45 1.20
H 1.885609 2.302840 1.314776 -1.77 1.09 1.48
H 1.793174 3.337974 2.887053 -1.31 -0.79 -1.67
H 0.963220 0.616120 2.830297 -1.61 1.70 0.02
H 0.171697 1.846760 4.035555 0.30 -0.50 -2.62
H -1.360590 2.221569 1.359916 0.33 -1.46 1.58
H -1.966719 1.653684 3.086207 1.51 -0.56 -2.12
H -2.715627 -0.110220 1.503191 2.47 0.01 0.14
H -1.104673 -0.270295 0.536266 -0.38 0.39 2.23
H -0.817186 -2.923771 1.476730 0.99 2.26 1.04
H 1.592566 -3.656206 3.348254 -1.52 1.09 -0.48
H 0.298988 -1.430722 -0.681228 1.12 -1.17 1.62
H 0.761567 -3.201354 -0.092299 0.37 2.23 0.52
H 3.025801 -0.994241 0.168032 -0.98 -1.73 -1.36
H 2.582234 -1.391241 -1.628022 -0.48 -0.92 2.16
H 4.364224 -2.892950 -0.412884 -1.39 -0.45 -0.18
H 3.064102 -3.836245 -1.041703 0.52 1.12 0.67
C -1.176792 1.812200 -4.263628 0.07 -0.02 -0.36
C -1.435857 0.647605 -3.321312 -0.01 0.64 0.24
C -2.458121 1.012672 -2.256778 -0.25 -0.21 0.13
O -0.214311 0.268134 -2.692557 0.26 -0.18 0.18
H -0.775700 2.674767 -3.719699 -0.15 -0.06 0.06
H -0.430062 1.539036 -5.016873 -0.16 -0.02 0.08
H -2.094848 2.117780 -4.775146 0.12 0.01 0.05
H -1.792223 -0.216218 -3.892970 0.23 0.01 0.15
H -2.102467 1.846938 -1.641654 0.00 0.04 -0.16
H -2.625404 0.169254 -1.578432 -0.02 0.06 -0.15
H -3.414594 1.294352 -2.708086 0.09 0.00 0.10
H 0.109575 1.029169 -2.182539 -0.16 -0.28 -0.24
```
Forces are in eV/Å.

## Properties
* F_max: 3.11 eV/Å
* SMILES string: CCCCO[C@H](S)OCCN.CC(C)O
* DFT total energy: -29238.80800 eV
* HOMO-LUMO gap: 9.66 eV
* lowest unoccupied orbital energy: 0.67 eV

These are the natural (NBO) partial charges, in e, on atoms 1 to 4:
1. C -0.634
2. C -0.424
3. C -0.428
4. C -0.085

=====

# 2
DFT (ωB97M-V/def2-TZVPD) results for C6H7N3O in the gas phase at a distorted geometry.

Geometry as XYZ:
```
17
Properties=species:S:1:pos:R:3:forces:R:3
C 2.292754 1.288446 0.425202 -1.28 2.55 1.36
C 2.232771 -0.151713 -0.036100 0.42 2.60 0.77
C -0.298356 -0.294087 -0.062015 -3.65 -2.76 1.61
C -1.890336 1.257385 -0.227771 -3.15 3.97 -0.49
C -2.922568 0.343220 -0.029180 1.56 2.01 -0.45
C -2.442514 -0.926712 0.193255 -4.09 -2.55 -0.12
H 1.802518 1.500058 1.592528 1.75 -0.96 -3.32
H 3.354171 1.658839 0.288115 -1.32 -0.46 0.64
H 1.594053 1.979773 -0.196983 1.22 -1.42 0.87
H 1.211620 -1.666261 -0.197919 -1.36 -1.25 0.02
H -2.241580 2.528025 -0.424040 1.43 -4.05 0.59
H -3.975462 0.600112 -0.099041 0.34 -0.13 0.15
H -3.307914 -1.682958 0.260663 1.61 0.60 0.29
N 0.945711 -0.720059 -0.020397 4.99 -1.49 -0.71
N -0.611730 0.945316 -0.244171 0.36 1.08 -0.33
N -1.239271 -1.371731 0.232301 3.06 2.50 -1.04
O 3.258640 -0.748939 -0.322224 -1.90 -0.24 0.15
```
Forces are in eV/Å.

## Properties
* F_max: 5.25 eV/Å
* SMILES string: CC(=O)Nc1ncccn1
* DFT total energy: -12851.74341 eV
* HOMO-LUMO gap: 9.84 eV
* energy relative to the best compared isomer or geometry (same formula, charge and spin): 30.75 kcal per mole
* lowest unoccupied orbital energy: 0.41 eV

These are the natural (NBO) partial charges, in e, on atoms 1 to 4:
1. C -0.744
2. C 0.693
3. C 0.570
4. C 0.139

=====

# 3
DFT (ωB97M-V/def2-TZVPD) results for 14 unconnected molecules or ions with the total composition H27O13S at a distorted geometry.

Geometry as XYZ:
```
41
Properties=species:S:1:pos:R:3:forces:R:3
S -0.488916 -1.282802 -0.345130 0.76 0.65 -0.42
H -1.741920 -1.703955 -0.348460 -0.30 -0.21 0.02
H 2.660411 -3.202021 -1.256867 0.15 -0.49 -0.25
H 1.959808 -2.978283 -0.019464 -0.48 -0.40 0.26
O 2.166878 -3.719771 -0.605937 0.29 0.62 -0.14
H -2.759952 -0.229477 0.896992 -0.59 -0.20 -1.26
H -4.095498 -1.190837 0.823909 0.13 0.57 -0.81
O -3.327991 -0.889921 1.300027 0.16 -0.38 1.84
H 2.905553 -1.258237 2.441397 0.12 0.15 -0.09
H 1.964641 -2.415143 2.139849 0.39 0.54 -0.36
O 2.760851 -1.936553 1.775296 -0.12 -0.57 0.70
H 0.362263 -1.165335 2.654247 -0.26 0.07 0.52
H 0.120057 -2.024796 1.498555 -0.52 -0.30 -0.26
O 0.256004 -2.105586 2.472744 0.31 -0.24 0.22
H 3.735077 -1.668270 0.295529 -0.31 0.41 -0.46
H 3.089145 -0.870826 -0.885465 -0.20 -0.09 0.13
O 3.924257 -1.189698 -0.539012 0.57 -0.15 -0.02
H 0.402803 3.571277 -0.168196 0.36 0.30 0.08
H -0.430360 2.801098 -1.095059 -0.17 -0.09 -0.14
O -0.146458 3.705725 -0.944918 -0.13 -0.07 0.04
H -1.975077 2.903470 1.042789 0.19 -0.38 -0.59
H -2.852830 3.418599 -0.205153 0.58 -0.51 -0.14
O -2.643161 3.503001 0.723003 -0.95 0.88 0.90
H 1.167902 1.325453 -1.498455 -0.20 -0.30 -0.10
H 2.256036 1.071064 -0.486934 0.20 -0.12 0.22
O 1.982985 1.702129 -1.155190 0.06 0.10 0.02
H -1.674682 -0.033974 2.405722 0.34 0.08 -0.17
H -1.982321 -0.582465 3.709844 0.07 -0.14 0.38
O -1.412522 0.089168 3.324938 -0.16 0.20 -0.03
H 0.128953 -0.882572 -3.666013 -0.13 0.25 -0.32
H -0.572025 -2.079323 -3.181585 -0.15 -0.14 -0.06
O -0.520618 -1.528206 -3.977987 0.24 -0.04 0.53
H -3.237945 0.110098 -2.858227 0.40 -0.29 -0.43
H -1.762698 -0.199830 -2.317487 -0.10 -0.44 -0.28
O -2.608448 0.232736 -2.148686 -0.42 0.93 0.73
H 0.870717 1.467486 3.967580 -0.45 -0.24 -0.10
H 0.801676 1.532752 2.418908 -0.33 -0.27 0.09
O 1.272337 1.852287 3.189116 0.71 0.42 -0.05
H -0.906823 1.863582 -2.733706 0.01 0.28 0.14
H 0.569177 2.258822 -3.258102 -0.20 0.53 0.49
O -0.217306 1.729144 -3.384393 0.12 -0.92 -0.82
```
Forces are in eV/Å.

## Properties
* total charge: -1
* F_max: 1.88 eV/Å
* DFT total energy: -37893.35728 eV
* HOMO-LUMO gap: 7.62 eV
* energy relative to the best compared isomer or geometry (same formula, charge and spin): 12.07 kcal per mole
* lowest unoccupied orbital energy: 2.52 eV

These are the natural (NBO) partial charges, in e, on atoms 1 to 4:
1. S -1.029
2. H 0.134
3. H 0.465
4. H 0.473

=====

# 4
DFT (ωB97M-V/def2-TZVPD) results for a molecular structure, C13H11AsN3OPdS6Te.

Geometry as XYZ:
```
37
Properties=species:S:1:pos:R:3:forces:R:3
Pd 1.808986 0.109620 2.132484 0.41 -0.12 0.20
S 4.346863 -1.108135 2.039701 0.01 -0.15 0.10
As 4.482790 0.588584 3.428583 -0.52 0.23 -0.19
S 2.601620 0.558519 4.501172 0.24 -0.04 -0.11
S 3.771628 1.544135 1.515348 0.08 0.27 0.13
S 6.267271 1.153688 4.283419 -0.03 -0.08 -0.01
Te 1.263639 -2.441066 2.803409 -0.15 -0.17 -0.13
C -0.300096 -3.012760 1.535771 0.12 -0.07 0.09
C -1.537933 -2.433646 1.494664 -0.11 0.07 -0.06
C -2.429750 -3.096412 0.607086 -0.01 0.09 -0.03
C -1.846906 -4.145372 -0.035572 0.12 -0.07 0.03
S -0.222716 -4.361921 0.469198 -0.07 0.06 0.05
H -1.790667 -1.550158 2.065184 0.02 0.00 -0.01
H -3.454545 -2.793910 0.441666 0.01 0.01 0.01
H -2.280033 -4.793494 -0.781113 -0.01 0.01 0.02
N -0.059787 1.209483 2.028191 0.16 0.07 -0.13
C -0.412577 2.300066 1.794964 -0.22 0.16 -0.03
N -0.909037 3.481655 1.647509 0.15 0.00 -0.20
C -0.729699 4.147547 0.517679 -0.04 -0.13 0.27
N -0.625207 4.799430 -0.437009 -0.02 0.03 0.03
C 1.948784 -0.248588 -2.723625 0.10 0.01 0.22
S 1.560400 0.580527 -1.169293 -0.21 0.25 -0.25
O 1.688130 -0.502909 -0.139590 -0.19 -0.28 -0.07
C -0.190538 0.802218 -1.500932 0.14 -0.01 0.08
C -1.057097 -0.254528 -1.276306 -0.05 -0.11 0.02
C -2.410701 -0.067676 -1.503807 0.06 0.01 0.01
C -2.880714 1.168939 -1.935226 0.01 -0.01 0.00
C -2.002333 2.223233 -2.135033 -0.04 -0.01 -0.01
C -0.643293 2.042848 -1.915997 0.11 -0.02 0.03
H 1.352939 -1.159070 -2.771660 0.00 0.00 -0.02
H 3.012721 -0.481294 -2.697694 -0.03 -0.01 -0.03
H 1.717734 0.419844 -3.551501 -0.01 0.01 0.02
H -0.670753 -1.193490 -0.895019 -0.03 0.01 0.01
H -3.098578 -0.882890 -1.323106 -0.02 -0.01 0.00
H -3.942483 1.315879 -2.090002 0.01 0.00 0.00
H -2.366567 3.201907 -2.417198 0.01 -0.01 0.01
H 0.038489 2.879192 -2.006333 -0.03 -0.01 -0.03
```
Forces are in eV/Å.

## Properties
* total charge: -1
* F_max: 0.59 eV/Å
* DFT total energy: -156800.90226 eV
* 2S+1: 5
* HOMO-LUMO gap (alpha / beta): 6.89 / 5.47 eV
* energy relative to the best compared isomer or geometry (same formula, charge and spin): 0.00 kcal per mole
* lowest unoccupied orbital energy (alpha / beta): 2.02 / 0.06 eV

These are the natural (NBO) partial charges, in e, on atoms 1 to 4:
1. Pd 0.785
2. S -0.457
3. As 0.931
4. S -0.581

=====

# 5
DFT (ωB97M-V/def2-TZVPD) results for a molecular structure, C5H8O2 at a distorted geometry.

Geometry as XYZ:
```
15
Properties=species:S:1:pos:R:3:forces:R:3
C -0.897156 1.342833 -0.472033 0.14 -0.25 -0.12
C -0.147442 0.121917 0.089916 -0.14 0.04 0.52
C -1.048276 -0.865976 0.767132 0.10 -0.16 0.16
C 1.326235 -0.712032 -0.905854 -1.06 -0.14 0.77
C 1.975328 -0.082142 0.222836 0.37 0.11 0.14
O 3.086775 -0.132468 0.672669 -0.58 -0.05 -0.29
O 0.940012 0.612768 0.826898 0.07 0.35 0.32
H -0.239774 2.009040 -1.039489 0.01 -0.23 0.06
H -1.782357 1.107675 -1.072302 0.23 -0.17 0.09
H -1.240140 1.912897 0.406855 0.17 -0.25 -0.17
H -0.493902 -1.751083 1.070324 -0.09 -0.01 0.10
H -1.474762 -0.383575 1.653790 0.00 -0.08 -0.04
H -1.878392 -1.158394 0.112717 0.27 0.05 0.08
H 1.460907 -1.786905 -1.026019 -0.41 0.26 -0.11
H 0.412946 -0.234552 -1.307446 0.92 0.53 -1.52
```
Forces are in eV/Å.

## Properties
* F_max: 1.85 eV/Å
* DFT total energy: -9406.66582 eV
* HOMO-LUMO gap: 9.64 eV
* energy relative to the best compared isomer or geometry (same formula, charge and spin): 73.02 kcal per mole
* lowest unoccupied orbital energy: 0.58 eV

These are the natural (NBO) partial charges, in e, on atoms 1 to 4:
1. C -0.673
2. C 0.383
3. C -0.667
4. C -0.592

=====

# 6
DFT (ωB97M-V/def2-TZVPD) results for a molecular structure, C19H14Br2Cl2N3O2Pd.

Geometry as XYZ:
```
43
Properties=species:S:1:pos:R:3:forces:R:3
Pd 0.021392 0.268223 -0.434210 0.43 0.44 0.12
Br -3.240113 -6.455712 0.150469 0.01 0.02 0.00
C -2.730588 -4.650360 0.284240 -0.02 0.01 0.03
C -1.819473 -4.120664 -0.610905 0.03 0.01 -0.04
C -1.440925 -2.792675 -0.497462 -0.05 0.02 -0.01
C -1.974230 -1.990642 0.503710 0.11 -0.09 -0.01
C -2.903733 -2.532602 1.393466 0.06 0.02 0.07
C -3.276268 -3.856642 1.286661 -0.01 -0.04 -0.03
N -1.561611 -0.622880 0.548981 -0.11 0.12 -0.03
C -2.162593 0.234094 1.282589 -0.11 0.11 -0.08
C -1.818473 1.652123 1.173963 0.09 -0.02 -0.04
C -2.398708 2.621827 1.968234 -0.03 -0.03 0.00
C -2.045520 3.949632 1.769744 0.02 0.01 -0.01
C -1.128449 4.257868 0.782137 -0.02 0.02 0.01
C -0.578920 3.232198 0.027682 0.01 -0.03 -0.07
N -0.915525 1.960215 0.214411 -0.26 -0.13 0.05
H -1.402643 -4.736944 -1.394765 0.00 -0.01 0.01
H -0.723994 -2.385690 -1.192279 0.03 0.04 -0.01
H -3.349806 -1.955714 2.190888 0.06 0.03 0.02
H -3.990285 -4.276525 1.980635 0.01 0.00 0.00
H -2.977560 -0.036219 1.943688 -0.02 -0.02 -0.01
H -3.111748 2.338072 2.729873 0.00 0.00 0.00
H -2.482908 4.728808 2.378445 0.00 0.00 0.00
H -0.830618 5.277845 0.587598 0.00 0.00 0.01
H 0.148116 3.432481 -0.746897 0.00 0.00 0.00
Br 5.234590 3.207030 -3.381888 -0.02 -0.01 0.01
C 3.758677 2.419241 -2.543492 -0.02 -0.01 0.00
C 3.837837 2.017876 -1.219304 0.04 0.01 0.01
C 2.728568 1.439161 -0.636687 -0.03 -0.08 0.11
N 1.584897 1.261669 -1.307319 -0.25 -0.08 -0.11
C 1.513497 1.642985 -2.591255 -0.01 -0.02 0.05
C 2.575438 2.227813 -3.245857 0.03 0.01 -0.01
H 4.745191 2.139365 -0.646313 0.00 0.00 0.00
H 2.742125 1.090638 0.389083 0.02 0.01 -0.01
H 0.574891 1.464178 -3.098278 0.00 0.00 -0.01
H 2.482036 2.518386 -4.281795 0.00 0.00 0.00
Cl 4.397027 -1.856799 0.704636 0.01 0.00 -0.01
C 2.792997 -2.606807 0.564130 0.00 -0.01 0.00
Cl 2.463844 -3.724041 1.885158 0.01 0.01 -0.01
C 1.757575 -1.483919 0.549128 -0.01 -0.15 -0.20
O 1.197015 -1.344536 -0.617429 -0.05 -0.14 0.06
O 1.531934 -0.791626 1.522853 0.08 -0.01 0.11
H 2.777046 -3.160731 -0.366268 -0.01 -0.01 0.01
```
Forces are in eV/Å.

## Properties
* total charge: +1
* F_max: 0.63 eV/Å
* DFT total energy: -197100.45183 eV
* HOMO-LUMO gap: 7.12 eV
* energy relative to the best compared isomer or geometry (same formula, charge and spin): 2.99 kcal per mole
* lowest unoccupied orbital energy: -4.44 eV

These are the natural (NBO) partial charges, in e, on atoms 1 to 4:
1. Pd 0.945
2. Br 0.118
3. C -0.066
4. C -0.224